23
Properties=species:S:1:pos:R:3:mulliken_charge:R:1 method="wB97M-V/def2-TZVPD" orbital_gap_ev=11.30 homo_energy_ev=-10.33 smiles=CC(C)C.CCO
C -0.8810 -0.1731 1.7193 -1.299
C -1.2920 0.9251 0.7336 1.044
C -1.4344 0.3097 -0.6437 -1.353
C -2.5899 1.6398 1.1376 -1.426
H -1.4473 -1.0919 1.6274 0.327
H -0.8592 0.2443 2.7330 0.410
H 0.1648 -0.4088 1.5208 0.250
H -0.5260 1.6949 0.6804 0.137
H -2.2942 -0.3543 -0.7133 0.438
H -1.6222 1.0471 -1.4263 0.350
H -0.4841 -0.1483 -0.9210 0.087
H -2.5125 2.6973 0.8953 0.353
H -3.5286 1.2430 0.7422 0.313
H -2.7353 1.6450 2.2242 0.350
C 2.9613 -1.4798 -1.8163 -1.167
C 2.2539 -1.0659 -0.5327 -0.111
O 2.1446 0.3437 -0.3915 -0.538
H 2.3053 -1.2486 -2.6613 0.291
H 2.9936 -2.5695 -1.8517 0.359
H 3.9483 -1.0529 -1.9109 0.307
H 1.2482 -1.5103 -0.5896 0.221
H 2.7575 -1.4017 0.3699 0.329
H 1.4292 0.7152 -0.9255 0.327


25
Properties=species:S:1:pos:R:3:mulliken_charge:R:1 method="wB97M-V/def2-TZVPD" orbital_gap_ev="6.54 / 6.54" homo_energy_ev="-6.93 / -6.93" smiles="C=c1cc2c([nH]1)=C(C)c1ccccc1-2"
C 4.1509 -0.8923 0.0358 -1.009
C 2.9030 -0.5768 -0.0666 0.598
C 1.7772 -1.4804 0.2080 -0.838
C 0.6234 -0.7739 -0.0236 0.598
C 0.9769 0.6134 -0.0792 0.248
N 2.3432 0.7186 -0.2280 -0.095
C -0.2267 1.4321 0.0129 -0.372
C -0.2856 2.9199 0.2113 -1.299
C -1.3213 0.4347 0.0263 0.879
C -2.7276 0.5686 -0.0511 -0.568
C -3.5187 -0.5778 -0.1615 -0.409
C -2.9066 -1.8451 -0.1253 -0.265
C -1.5996 -2.0130 0.0401 -0.878
C -0.8207 -0.8872 0.0892 0.086
H 4.8613 -0.1206 -0.0366 0.294
H 4.5564 -1.8456 0.3569 0.286
H 1.7627 -2.5499 0.1635 0.387
H 2.8536 1.6157 -0.4441 0.253
H 0.5736 3.3019 -0.4612 0.302
H -0.1487 3.3517 1.3257 0.217
H -1.1755 3.3839 -0.2041 0.350
H -3.0906 1.4342 -0.4977 0.298
H -4.6875 -0.5178 -0.2387 0.258
H -3.6366 -2.7368 -0.0512 0.222
H -1.2363 -2.9575 0.1993 0.456


63
Properties=species:S:1:pos:R:3:mulliken_charge:R:1 method="wB97M-V/def2-TZVPD" orbital_gap_ev=10.65 homo_energy_ev=-10.58 smiles="C[C@H]1COC(=O)O1.C[C@H]1COC(=O)O1.C[C@H]1COC(=O)O1.COC(=O)OC.COC(=O)OC"
C 1.0295 0.4224 -2.8852 -1.373
C 1.7596 1.7615 -2.8919 0.426
C 2.6918 2.1264 -4.0677 -0.401
O 2.0926 3.3188 -4.5392 -0.327
C 0.9825 3.5686 -3.8800 0.699
O 0.2342 4.5257 -3.9870 -0.587
O 0.7205 2.6426 -2.9996 -0.331
H 0.8094 0.2385 -3.9368 0.351
H 0.1098 0.3013 -2.3129 0.316
H 1.7071 -0.4012 -2.6600 0.367
H 2.2780 1.8543 -1.9376 0.300
H 2.6303 1.5540 -4.9933 0.292
H 3.7177 2.2334 -3.7152 0.267
C 6.7380 -4.6839 -6.4057 -1.327
C 7.6571 -5.9010 -6.2078 0.535
C 7.0557 -7.2326 -6.5698 -0.461
O 8.2775 -7.8849 -7.1525 -0.346
C 9.1468 -6.9893 -7.5638 0.709
O 10.2130 -7.2984 -8.1604 -0.597
O 8.8096 -5.8200 -7.0569 -0.343
H 6.8046 -4.2953 -7.4219 0.339
H 6.9543 -3.8575 -5.7286 0.327
H 5.7182 -4.9783 -6.1581 0.377
H 8.0194 -5.9525 -5.1810 0.237
H 6.1212 -7.1446 -7.1240 0.285
H 6.8354 -7.9632 -5.7916 0.264
C -3.9622 6.1201 4.0254 -1.329
C -3.0682 4.8995 4.1082 0.409
C -2.2519 4.6593 2.8259 -0.424
O -0.8580 4.7285 3.3252 -0.363
C -0.7749 4.9011 4.6674 0.655
O 0.1898 4.9266 5.3176 -0.492
O -2.0246 5.2249 5.1129 -0.385
H -4.4683 6.0018 3.0673 0.377
H -3.3202 6.9982 3.9554 0.338
H -4.7531 6.1708 4.7738 0.329
H -3.5453 3.9654 4.4045 0.301
H -2.4688 5.3272 1.9922 0.324
H -2.3271 3.5921 2.6172 0.261
C -6.8296 1.1521 -1.6698 -0.680
O -7.6879 1.3785 -0.6070 -0.307
C -7.3906 0.8759 0.6036 0.814
O -6.4105 0.0958 0.7636 -0.601
O -8.3899 1.2412 1.4360 -0.293
C -8.3495 0.8032 2.8559 -0.683
H -5.7701 1.0864 -1.4223 0.318
H -6.9856 2.0938 -2.1960 0.270
H -7.0341 0.4254 -2.4561 0.280
H -7.8307 -0.1253 3.0945 0.311
H -9.3293 0.5185 3.2393 0.293
H -7.8688 1.5478 3.4904 0.279
C -0.9051 -2.6507 4.2735 -0.646
O -0.6120 -1.8228 5.4342 -0.310
C 0.3822 -2.0290 6.2717 0.818
O 1.1190 -3.0545 6.2778 -0.612
O 0.4033 -1.0087 7.0851 -0.283
C 1.4799 -0.8886 8.0383 -0.615
H -1.9435 -2.6476 3.9422 0.241
H -0.6370 -3.7031 4.3667 0.311
H -0.2306 -2.2267 3.5297 0.285
H 1.4084 -1.8445 8.5571 0.294
H 1.4658 0.0100 8.6550 0.233
H 2.4653 -0.8871 7.5724 0.285


26
Properties=species:S:1:pos:R:3:mulliken_charge:R:1 method="wB97M-V/def2-TZVPD" orbital_gap_ev=9.63 homo_energy_ev=-9.44 smiles=C#Cc1cc(OC)nc(CC2CC2)n1
C 5.5149 0.5657 -1.1652 -0.051
C 4.3635 0.5080 -0.6794 -0.445
C 3.1147 0.4418 -0.0196 0.499
C 3.0121 0.4158 1.3621 -0.432
C 1.7892 0.2144 1.9441 0.445
O 1.7478 0.1591 3.3274 -0.376
C 0.4629 -0.1157 3.8723 -0.605
N 0.6947 0.1264 1.1641 -0.355
C 0.8150 0.2442 -0.1501 0.244
C -0.4000 0.1512 -1.0270 -0.702
C -1.3407 1.3339 -0.7348 -0.057
C -2.4071 1.0729 0.3100 -0.537
C -2.7778 1.2955 -1.1498 -0.632
N 2.0068 0.3846 -0.7659 -0.596
H 6.5121 0.6709 -1.5650 0.415
H 3.8846 0.5008 1.9999 0.442
H -0.0460 -0.9000 3.2874 0.291
H -0.1401 0.8208 3.8133 0.262
H 0.5701 -0.4321 4.9234 0.239
H -0.1498 0.2116 -2.0830 0.278
H -0.9547 -0.8016 -0.8135 0.296
H -0.8367 2.2880 -0.6662 0.433
H -2.4449 0.0456 0.7486 0.198
H -2.8290 1.8919 0.9612 0.244
H -3.2963 2.2206 -1.4418 0.250
H -3.1068 0.4443 -1.6939 0.252


96
Properties=species:S:1:pos:R:3:lowdin_spin:R:1 method="wB97M-V/def2-TZVPD" total_charge=+2 orbital_gap_ev="5.45 / 6.60" homo_energy_ev="-12.01 / -12.01" spin_multiplicity=2 s2=0.80
Co -0.4750 -1.0907 -0.7038 1.015
Br -3.3076 0.3823 -2.3070 0.007
C -2.0121 -0.5247 -3.3639 0.002
C -2.0624 -0.4711 -4.7475 0.000
C -1.1354 -1.2169 -5.4603 -0.001
C -0.2147 -1.9851 -4.7617 0.000
C -0.2187 -1.9400 -3.3777 -0.001
N -1.1088 -1.2196 -2.6814 -0.002
C 0.7596 -2.7830 -2.5385 0.004
O 1.3416 -3.7047 -3.0650 0.002
O 0.8140 -2.4493 -1.3088 0.041
H -2.8149 0.1181 -5.2472 0.000
H -1.1393 -1.2049 -6.5387 0.000
H 0.4984 -2.6241 -5.2579 0.000
C 4.5423 3.6988 2.9098 0.000
S 5.2652 2.3558 1.9264 0.000
C 4.0509 1.0238 2.2542 0.000
C 3.7488 0.2302 0.9860 0.000
C 2.3091 -0.2747 0.9281 -0.001
N 1.2868 0.7834 0.6622 -0.009
P 0.9831 0.8429 -1.0689 -0.047
C 0.1143 2.4142 -1.3819 -0.004
C -0.5206 2.5300 -2.6150 -0.001
C -1.0293 3.7492 -3.0259 0.000
C -0.8899 4.8631 -2.2141 -0.001
C -0.2559 4.7505 -0.9883 0.000
C 0.2533 3.5341 -0.5756 -0.002
C 2.5826 1.4055 -1.7644 -0.012
C 3.2223 2.4942 -1.1706 -0.003
C 4.3956 2.9864 -1.7053 -0.001
C 4.9267 2.4139 -2.8516 0.000
C 4.2841 1.3468 -3.4541 0.000
C 3.1154 0.8329 -2.9104 0.000
P -0.2126 0.0922 1.2646 0.001
C 0.1209 0.1192 3.0607 -0.003
C -0.3704 -0.8644 3.9070 0.000
C -0.2326 -0.7268 5.2787 0.000
C 0.3683 0.4018 5.8105 0.000
C 0.8774 1.3777 4.9661 0.000
C 0.7533 1.2360 3.5988 -0.001
C -1.5263 1.3611 1.3304 0.008
C -2.7950 0.8549 1.0540 0.005
C -3.9291 1.6185 1.2592 0.000
C -3.8049 2.9005 1.7688 0.001
C -2.5488 3.3992 2.0789 0.001
C -1.4143 2.6408 1.8628 0.001
H 5.1807 4.5663 2.7793 0.000
H 4.5156 3.4125 3.9572 0.000
H 3.5428 3.9167 2.5423 0.000
H 3.1525 1.5043 2.6329 0.000
H 4.4696 0.3802 3.0285 0.000
H 4.4004 -0.6405 0.9222 0.000
H 3.9472 0.8425 0.1105 0.000
H 2.0645 -0.7396 1.8897 0.000
H 2.2500 -1.0632 0.1645 0.000
H -0.5935 1.6695 -3.2667 0.000
H -1.5091 3.8437 -3.9892 0.000
H -1.2689 5.8183 -2.5421 0.000
H -0.1296 5.6236 -0.3673 0.000
H 0.7771 3.4537 0.3622 0.000
H 2.8105 2.9420 -0.2788 0.000
H 4.8950 3.8154 -1.2281 0.000
H 5.8366 2.8075 -3.2751 0.000
H 4.6914 0.9054 -4.3493 0.000
H 2.6253 -0.0135 -3.3705 0.000
H -0.8597 -1.7352 3.4929 0.000
H -0.6067 -1.4963 5.9355 0.000
H 0.4408 0.5259 6.8801 0.000
H 1.3538 2.2556 5.3776 0.000
H 1.1367 1.9934 2.9303 0.000
H -2.8823 -0.1603 0.6801 0.003
H -4.9024 1.2076 1.0341 0.000
H -4.6835 3.5039 1.9374 0.000
H -2.4535 4.3838 2.5105 0.000
H -0.4536 3.0527 2.1215 0.000
C -2.7395 -4.6500 1.5993 0.000
C -1.8179 -3.4814 1.1837 0.000
N -1.8938 -3.2598 -0.2545 -0.001
C -1.3178 -4.4184 -0.9312 0.000
C -1.9917 -5.7164 -0.4459 0.000
N -3.1791 -5.3369 0.3599 0.000
C -4.0553 -4.4401 -0.4351 0.000
C -3.2834 -3.1185 -0.6715 0.000
H -3.6235 -4.2947 2.1336 0.000
H -2.2142 -5.3611 2.2383 0.000
H -0.7748 -3.6915 1.4245 0.000
H -2.1083 -2.5677 1.7058 0.000
H -0.2476 -4.4456 -0.7293 0.000
H -1.4417 -4.2891 -2.0061 0.000
H -1.3198 -6.3078 0.1772 0.000
H -2.3038 -6.3370 -1.2851 0.000
H -3.7019 -6.1812 0.6108 0.000
H -4.9883 -4.2689 0.1066 0.000
H -4.2971 -4.9369 -1.3769 0.000
H -3.7402 -2.2961 -0.1185 0.000
H -3.3035 -2.8544 -1.7295 0.000


16
Properties=species:S:1:pos:R:3:mulliken_charge:R:1 method="wB97M-V/def2-TZVPD" orbital_gap_ev=8.56 homo_energy_ev=-7.56 smiles=Cc1ccc(C)[nH]1
C -2.4570 -0.1967 -0.2642 -1.170
C -1.0560 0.0538 0.1845 0.394
C -0.4533 1.2251 0.5876 -0.490
C 0.8786 0.9174 0.9238 -0.628
C 1.1397 -0.3782 0.5445 0.374
C 2.2939 -0.4450 -0.4517 -1.226
N -0.0960 -0.9209 0.1730 -0.106
H -3.0269 -0.8446 0.4111 0.298
H -2.9964 0.7521 -0.3496 0.289
H -2.4457 -0.6758 -1.2485 0.310
H -0.8568 2.2173 0.4726 0.352
H 1.6835 1.6105 1.1324 0.394
H 2.2159 -1.2987 -1.1220 0.350
H 2.1744 0.4653 -1.0671 0.333
H 3.2949 -0.4363 -0.0203 0.291
H -0.3202 -1.9078 0.1552 0.235